# 1
DFT (wB97M-V/def2-TZVPD) results for a molecular structure, C18H28N4O3 at a distorted geometry.

XYZ file:
```
53
C18H28N4O3, DFT wB97M-V/def2-TZVPD
C 2.0720 5.8528 -1.0182
C 2.5796 4.7048 -1.7297
H 2.9419 5.0003 -2.7407
H 3.4047 4.3000 -1.2262
O 1.5270 4.0033 -1.9933
C 2.0988 2.8278 -2.8433
O 3.3608 2.6625 -3.2240
N 0.8766 1.9780 -3.1764
C -0.4175 2.0900 -2.6445
H -0.4521 3.0151 -2.0427
C -0.6236 0.7890 -1.7624
H -1.7002 1.0015 -1.3529
H 0.0510 1.1582 -0.6127
C -0.3713 -0.5440 -2.3106
N -0.6664 -1.4629 -1.3373
C -1.4582 -2.3802 -1.4184
O -2.3568 -2.3399 -2.1268
C -1.5049 -3.3795 -0.2188
N -1.4826 -2.8868 1.0489
C -2.0863 -2.7828 2.0572
C -1.5837 -1.9349 3.0527
C -0.1351 -1.7553 2.3683
N -0.1821 -2.2630 1.2045
C 0.9431 -1.0064 3.1476
C -0.0923 -0.2259 4.3172
H 0.9313 0.1223 5.1094
H -0.3912 0.7237 4.2377
C -0.7742 -1.3096 5.1854
C -0.9456 -0.5532 6.5651
H -0.1392 -0.3588 7.2454
H -1.7920 -1.3113 7.1004
H -1.7350 0.4433 6.4198
C -1.9282 -1.6573 4.4618
H -2.4167 -2.3110 5.0319
H -2.5761 -0.6929 4.4291
H -0.1348 -2.2723 5.3632
H 1.0885 -0.1410 2.5584
H 1.7956 -1.7606 3.5387
H -3.1525 -3.1838 2.0495
H -2.4979 -3.9612 -0.3733
H -0.6887 -4.2105 -0.3238
H 0.2520 -1.6585 -0.6418
C 1.1186 -0.4341 -2.9026
H 1.2843 -1.3338 -3.3325
C 1.2029 0.7228 -3.9375
H 2.2381 0.6617 -4.0183
H 0.6167 0.5853 -4.5333
H 1.8135 -0.4378 -1.8512
H -1.2403 -0.6237 -3.1087
H -1.0026 1.9682 -3.5444
H 2.7075 6.6405 -0.8519
H 1.1496 6.3694 -1.6446
H 1.4282 5.4478 -0.0301
```

Values from the calculation:
lowest unoccupied orbital energy: 0.63 eV
electronic energy: -1146.8794 hartree
gap between HOMO and LUMO: 0.31836 Eh
relative energy (zero: lowest compared OMol25 entry of this formula, charge and spin): 391.8 kcal/mol


# 2
DFT (wB97M-V/def2-TZVPD) results for 2 unconnected molecules or ions with the total composition C5H11N2 at a distorted geometry.

XYZ file:
```
18
C5H11N2, DFT wB97M-V/def2-TZVPD
C -1.4238 -1.9536 0.9346
C -1.7966 1.2699 -0.6849
C 1.4428 0.5481 -1.6227
C 1.7156 0.0725 0.7988
C 1.2003 0.8433 -0.3330
N -1.4010 -0.5295 0.8094
N -1.5952 0.2750 -0.0005
H -1.8014 -2.0006 2.0134
H -1.9053 -2.4060 0.0884
H -2.8846 1.6082 -0.7501
H -0.9519 1.8056 -1.0463
H 1.3585 1.2172 -2.5611
H 1.9460 -0.3637 -1.8686
H -0.3156 -2.0012 0.9424
H 0.9792 -0.1634 1.5441
H 2.4052 0.8016 1.2449
H 2.2657 -0.7925 0.4578
H 0.7622 1.7692 0.0334
```

Values from the calculation:
lowest unoccupied orbital energy: -5.20 eV
electronic energy: -306.1965 hartree
gap between HOMO and LUMO: 0.30123 Eh
total charge: +1
relative energy (zero: lowest compared OMol25 entry of this formula, charge and spin): 117.3 kcal/mol


# 3
DFT (wB97M-V/def2-TZVPD) results for a molecular structure, C4H7NO2 at a distorted geometry.

XYZ file:
```
14
C4H7NO2, DFT wB97M-V/def2-TZVPD
C 0.7462 1.5254 0.5386
C -0.3748 0.7396 -0.0961
C 0.2155 -0.4756 -0.8564
N 0.3311 -1.4415 0.4163
C -1.0483 -1.2661 0.4924
O -1.8666 -2.0008 0.0136
O -1.2586 0.0516 0.8320
H 1.4331 0.8220 1.0128
H 0.3897 2.2474 1.2724
H 1.2779 2.0678 -0.2552
H -1.0406 1.3964 -0.6772
H 1.2154 -0.4121 -1.2452
H -0.5010 -0.7539 -1.6663
H 0.5373 -2.4412 0.2984
```

Values from the calculation:
lowest unoccupied orbital energy: 0.92 eV
electronic energy: -361.8077 hartree
gap between HOMO and LUMO: 0.40112 Eh
relative energy (zero: lowest compared OMol25 entry of this formula, charge and spin): 45.9 kcal/mol


# 4
DFT (wB97M-V/def2-TZVPD) results for 8 unconnected molecules or ions with the total composition C45H112N8O at a distorted geometry.

XYZ file:
```
166
C45H112N8O, DFT wB97M-V/def2-TZVPD
C -2.4666 -1.2281 0.0063
C -1.3646 -0.1334 0.0906
N -0.0522 -0.4552 0.5061
C 0.7361 0.7248 0.9991
C 1.0049 1.7658 -0.1166
C 0.6092 -1.2808 -0.5172
C 1.5952 -2.2805 0.2234
H -2.4560 -1.9216 0.8472
H -2.3541 -1.8786 -0.8610
H -3.4343 -0.7364 -0.0931
H -1.2110 0.1892 -0.9392
H -1.7228 0.6985 0.6969
H 0.0975 1.1949 1.7469
H 1.5878 0.2886 1.5212
H 0.0569 2.2105 -0.4193
H 1.5997 2.5619 0.3311
H 1.4805 1.2761 -0.9664
H 1.0920 -0.7167 -1.3152
H -0.0669 -1.9321 -1.0712
H 2.4831 -1.8261 0.6631
H 1.9638 -3.0597 -0.4437
H 0.9616 -2.7537 0.9736
C 5.4587 -2.9409 1.7062
C 5.3479 -3.4430 3.0877
N 6.5379 -4.0947 3.6904
C 7.6026 -3.0458 4.0406
C 7.2897 -2.2729 5.3711
C 7.1270 -5.1237 2.9241
C 6.1689 -6.1499 2.6558
H 5.1046 -3.7471 1.0637
H 6.4541 -2.7780 1.2930
H 4.8749 -2.0498 1.4753
H 5.1819 -2.5122 3.6301
H 4.4131 -4.0001 3.1495
H 8.6571 -3.3093 4.1237
H 7.7245 -2.3405 3.2186
H 8.0821 -1.6760 5.8227
H 6.4104 -1.6640 5.1610
H 7.0794 -2.9782 6.1751
H 8.0148 -5.5975 3.3430
H 7.4899 -4.6709 2.0014
H 5.7630 -6.6244 3.5492
H 6.6827 -6.9768 2.1655
H 5.4318 -5.9291 1.8838
C -5.5363 -4.5652 -0.1609
C -5.8146 -5.5343 1.0901
N -5.6039 -4.9591 2.4430
C -4.2878 -4.2843 2.5817
C -4.0969 -3.3239 3.7769
C -6.2168 -5.6880 3.6251
C -5.6193 -7.0583 3.8811
H -6.0427 -3.6463 0.1346
H -5.9663 -4.9646 -1.0794
H -4.4575 -4.5065 -0.3055
H -6.8956 -5.6735 1.0781
H -5.3870 -6.4819 0.7623
H -3.5988 -5.0781 2.8705
H -3.9372 -3.8455 1.6476
H -4.6790 -2.4042 3.7182
H -4.3026 -3.6995 4.7793
H -3.1030 -2.8782 3.7373
H -7.2941 -5.7933 3.4970
H -6.0666 -5.2057 4.5910
H -6.2201 -7.6306 4.5880
H -4.6200 -6.9275 4.2962
H -5.4508 -7.7172 3.0293
C 0.6820 -1.7517 3.6006
C -0.4776 -0.9776 4.2098
N -0.2655 -0.5711 5.6605
C -1.3849 0.0819 6.3295
C -2.5118 -0.9770 6.5296
C 0.8365 0.2988 5.7936
C 0.7255 1.6476 5.0823
H 0.4055 -2.5421 2.9027
H 1.3003 -2.2663 4.3361
H 1.3747 -1.0361 3.1578
H -0.6516 -0.1704 3.4983
H -1.3613 -1.5908 4.0336
H -1.8161 0.9320 5.8007
H -1.1953 0.3785 7.3611
H -2.1624 -1.9669 6.8231
H -3.0592 -1.0634 5.5911
H -3.2780 -0.5548 7.1799
H 0.9107 0.4203 6.8743
H 1.7094 -0.0929 5.2713
H 0.1460 2.3544 5.6761
H 1.7477 2.0244 5.1179
H 0.4873 1.5979 4.0198
C 1.5581 -1.9076 -4.6837
C 0.1425 -2.3999 -5.1092
N -0.6863 -1.2758 -5.5022
C -1.7561 -1.6118 -6.3788
C -1.2661 -1.8580 -7.8179
C -1.2999 -0.5852 -4.3282
C -2.4886 -1.2124 -3.6340
H 2.3596 -2.1144 -5.3930
H 1.8110 -2.5398 -3.8326
H 1.5892 -0.8455 -4.4403
H 0.3985 -3.0815 -5.9203
H -0.3838 -2.8692 -4.2780
H -2.2774 -2.4902 -5.9982
H -2.4235 -0.7543 -6.4641
H -1.9904 -2.0681 -8.6049
H -0.6998 -0.9437 -7.9948
H -0.4934 -2.6061 -7.9947
H -1.4201 0.4794 -4.5290
H -0.5564 -0.5978 -3.5313
H -2.5924 -0.8955 -2.5963
H -2.4128 -2.2997 -3.6204
H -3.3902 -0.7999 -4.0869
C -4.5233 3.1170 -0.5629
C -3.6594 4.1983 -1.3113
N -2.3986 4.3699 -0.7423
C -1.4399 5.1322 -1.6345
C 0.0318 5.0905 -1.2866
C -2.5623 4.9788 0.5640
C -3.2907 6.3112 0.6270
H -4.1553 2.0913 -0.5369
H -5.5150 3.0428 -1.0091
H -4.7154 3.2763 0.4982
H -3.5342 3.8550 -2.3383
H -4.1837 5.1512 -1.3837
H -1.5206 4.6347 -2.6010
H -1.5674 6.2144 -1.6572
H 0.3064 5.1609 -0.2341
H 0.4179 4.1235 -1.6090
H 0.6810 5.8539 -1.7153
H -1.5760 5.2942 0.9044
H -2.9615 4.2836 1.3025
H -4.3498 6.1305 0.4435
H -2.9552 7.0014 -0.1471
H -3.4091 6.8273 1.5797
C 2.3428 2.6333 -4.6793
C 1.4692 3.7591 -5.0492
N 1.5838 4.1323 -6.4428
C 2.8585 4.8289 -6.9277
C 3.9305 3.8756 -7.3957
C 1.0627 3.1536 -7.4463
C -0.3096 2.6352 -7.1992
H 2.2113 1.8117 -5.3835
H 2.1623 2.1876 -3.7011
H 3.2840 3.1824 -4.6504
H 0.4124 3.5495 -4.8834
H 1.5762 4.5639 -4.3219
H 2.5644 5.6098 -7.6290
H 3.2245 5.3794 -6.0611
H 4.7000 4.5424 -7.7847
H 4.5607 3.4001 -6.6441
H 3.7064 3.2500 -8.2598
H 1.7737 2.3287 -7.3995
H 1.0388 3.5048 -8.4779
H -0.2737 1.9023 -6.3932
H -0.6074 2.0941 -8.0973
H -1.0908 3.3681 -6.9972
C -0.4517 4.6999 3.3445
C 0.9917 4.7523 2.7214
O 1.7494 3.7868 2.9064
N 1.2982 5.8600 2.0494
C 2.6262 6.1459 1.4027
H -0.9640 4.0297 2.6542
H -1.0392 5.6176 3.3723
H -0.5244 4.2251 4.3229
H 0.6412 6.6199 2.1540
H 2.9827 7.0036 1.9731
H 2.4232 6.3632 0.3541
H 3.2424 5.2495 1.3329
```

Values from the calculation:
lowest unoccupied orbital energy (spin up / spin down): -2.30 / -6.79 eV
electronic energy: -2294.4387 hartree
gap between HOMO and LUMO (spin up / spin down): 0.24285 / 0.07794 Eh
total charge: +1
spin multiplicity: 2
relative energy (zero: lowest compared OMol25 entry of this formula, charge and spin): 21.0 kcal/mol


# 5
DFT (wB97M-V/def2-TZVPD) results for a molecular structure, C12H18CaO11 at a distorted geometry.

XYZ file:
```
42
C12H18CaO11, DFT wB97M-V/def2-TZVPD
Ca -14.2477 12.2828 6.7544
C -13.2995 10.9797 2.5129
C -12.8620 11.9954 3.5642
O -13.1709 11.7339 4.7766
O -12.0937 12.9264 3.2823
H -12.6161 10.8889 1.6683
H -14.1602 11.4501 2.0158
H -13.7013 10.0437 2.8944
C -14.7231 12.1012 11.1484
C -14.5727 12.0994 9.6084
O -14.3490 13.1983 9.0500
O -14.7363 11.0730 8.9147
H -13.8308 11.6483 11.5875
H -15.6279 11.6207 11.5200
H -14.7032 13.1019 11.5864
C -16.4769 9.1124 4.4065
C -15.6045 9.0883 5.6437
O -15.5309 10.1869 6.3031
O -15.1765 8.0504 6.2114
H -16.2330 8.1414 3.9695
H -16.0730 9.9684 3.8549
H -17.5259 9.3987 4.4380
C -15.1598 16.4289 5.3020
C -13.8579 15.6061 5.4303
O -12.8094 16.2289 5.1812
O -13.8144 14.3797 5.7643
H -16.0194 15.9210 5.7550
H -15.3944 16.5578 4.2457
H -15.1635 17.3707 5.8512
C -18.0769 16.1345 9.3019
C -17.1654 14.8491 9.2793
C -18.1429 13.6381 9.4740
O -18.1090 13.0429 8.2008
C -17.1549 13.5726 7.4422
O -16.7823 12.9928 6.4583
O -16.6606 14.6765 8.0090
H -18.3348 16.3325 8.2611
H -17.4484 16.9515 9.6585
H -18.9917 16.0282 9.8784
H -16.4930 14.8357 10.1348
H -19.1075 13.9353 9.8872
H -17.8158 12.9172 10.2301
```

Values from the calculation:
lowest unoccupied orbital energy: 4.22 eV
electronic energy: -1973.5359 hartree
gap between HOMO and LUMO: 0.22331 Eh
total charge: -2
relative energy (zero: lowest compared OMol25 entry of this formula, charge and spin): 14.7 kcal/mol